90
Properties=species:S:1:pos:R:3:mulliken_charge:R:1 method="wB97M-V/def2-TZVPD" homo_energy_ev=-11.1 largest_force_ev_per_a=4.8 e_lumo_ha=-0.32788 homo_lumo_gap_ev=2.19 de_lowest_kcal_mol=209.5 total_charge=+1
Hg 0.1510 0.8608 -0.2615 0.6325
C 0.9800 5.2938 -4.1355 -0.3898
O 1.0711 4.1709 -3.3139 -0.1331
H 1.2563 5.1537 -5.1805 0.2983
H 0.0955 5.9026 -3.9481 0.2885
H 1.7834 5.9928 -3.9031 0.3025
O 4.2991 -1.7320 -2.6597 -0.6379
C 5.4824 -2.0563 -2.9858 0.5405
O 5.7914 -3.2338 -3.5622 -0.3440
C 7.2712 -3.3787 -3.8661 -0.2547
C 7.5840 -1.9469 -3.8962 -0.6130
C 6.6953 -1.2064 -2.9674 -0.3948
H 7.3415 -3.7537 -4.8871 0.2507
H 7.9787 -3.8931 -3.2159 0.2839
H 7.4608 -1.4382 -4.8522 0.2499
H 8.6485 -1.8131 -3.7033 0.3810
H 6.5126 -0.1470 -3.1474 0.3175
H 7.1232 -1.2066 -1.9649 0.2207
O 4.6611 2.5384 2.0606 -0.5996
C 5.5512 3.2202 2.4999 0.4789
O 6.2840 2.8522 3.5771 -0.3497
C 7.0632 3.9105 4.1782 -0.3478
C 6.6015 5.1574 3.3583 -0.5127
C 5.9341 4.5730 2.1406 -0.3432
H 8.1290 3.7325 4.0349 0.2818
H 6.7155 4.0330 5.2039 0.2668
H 7.4565 5.7598 3.0515 0.2940
H 5.9413 5.6790 4.0512 0.2532
H 6.7356 4.4654 1.4097 0.2241
H 5.2829 5.2295 1.5636 0.3538
O -2.3188 -2.7051 -3.5156 -0.6274
C -2.5335 -3.6768 -4.1836 0.5578
O -2.6865 -4.8478 -3.5948 -0.3291
C -3.0837 -5.8796 -4.4925 -0.3723
C -2.7120 -5.3000 -5.9121 -0.5575
C -2.8250 -3.7729 -5.6267 -0.3691
H -4.1034 -6.2432 -4.3654 0.3013
H -2.3907 -6.7136 -4.3810 0.2580
H -3.4258 -5.6772 -6.6445 0.3295
H -1.6783 -5.5035 -6.1915 0.2777
H -3.8426 -3.3859 -5.6788 0.2242
H -2.0984 -3.0381 -5.9733 0.3075
O -0.5585 5.3909 2.9598 -0.6023
C -0.6634 6.5850 3.2115 0.5325
O 0.1586 7.2168 4.0771 -0.3654
C -0.1587 8.6894 4.2616 -0.3335
C -1.0833 8.9493 3.1292 -0.4520
C -1.7469 7.6327 2.7405 -0.4188
H 0.7380 9.3024 4.1710 0.2600
H -0.5565 8.8616 5.2617 0.2671
H -0.5397 9.3623 2.2795 0.2547
H -1.7740 9.7166 3.4789 0.3148
H -1.9306 7.4757 1.6776 0.2867
H -2.6593 7.4128 3.2948 0.2561
O 2.0595 -4.2910 2.3506 -0.5760
C 2.2320 -5.4824 2.4306 0.5573
O 1.9560 -6.1320 3.5888 -0.3303
C 2.2925 -7.5042 3.4398 -0.4187
C 3.3920 -7.4586 2.4418 -0.5256
C 2.9959 -6.4266 1.4261 -0.3998
H 1.4024 -8.0292 3.0930 0.2649
H 2.6703 -7.9584 4.3558 0.3166
H 3.5614 -8.5007 2.1710 0.3524
H 4.3126 -7.2755 2.9960 0.2592
H 2.3423 -6.8091 0.6422 0.2592
H 3.8088 -5.8473 0.9881 0.2411
O -3.5479 -1.9478 3.0049 -0.6135
C -4.3071 -2.7455 3.5529 0.5114
O -4.1847 -3.0127 4.8752 -0.3276
C -5.1820 -3.9310 5.3130 -0.3723
C -5.5648 -4.6634 3.9940 -0.5859
C -5.4195 -3.5377 2.9324 -0.3385
H -6.0409 -3.4929 5.8215 0.2648
H -4.7003 -4.6237 6.0031 0.2953
H -6.4828 -5.2498 3.9548 0.3757
H -4.8028 -5.3723 3.6701 0.2584
H -6.3053 -2.9025 2.9321 0.2595
H -5.0835 -3.9126 1.9657 0.2728
O -5.3616 2.6589 -1.3597 -0.6170
C -6.4240 2.6432 -1.9741 0.5125
O -7.3457 1.6787 -1.8164 -0.3106
C -8.5464 2.0857 -2.3649 -0.3686
C -8.1301 3.0083 -3.4925 -0.5646
C -6.8691 3.7246 -2.9372 -0.3600
H -9.1053 2.7025 -1.6612 0.2725
H -9.1794 1.3012 -2.7795 0.3326
H -8.9290 3.6918 -3.7798 0.3357
H -7.7769 2.4389 -4.3522 0.2692
H -7.0376 4.6588 -2.4015 0.2501
H -6.1079 3.9429 -3.6862 0.2488